(1)
C52H74BaN4O3S2 | the ωB97M-V functional and the def2-TZVPD basis

Element x y z (Å)
Ba -0.726 -0.702 1.219
C 0.906 -2.118 4.281
N 1.396 -1.482 3.066
C 2.070 -0.233 3.408
C 2.266 -2.383 2.302
C 2.620 -1.912 0.891
N 1.504 -1.879 -0.048
C 1.693 -0.967 -1.207
C 2.484 0.294 -0.972
C 3.660 0.463 -1.681
C 4.454 1.597 -1.541
C 4.031 2.537 -0.614
C 2.869 2.417 0.152
C 2.025 1.295 -0.068
O 0.871 1.118 0.528
C 2.497 3.565 1.108
C 1.878 3.101 2.437
C 3.714 4.421 1.493
C 1.489 4.470 0.385
C 5.734 1.742 -2.362
C 6.455 3.062 -2.085
C 5.397 1.690 -3.859
C 6.698 0.595 -2.026
C 1.201 -3.239 -0.532
C 0.085 -3.404 -1.535
C 0.381 -3.920 -2.789
C -0.604 -4.201 -3.726
C -1.921 -3.946 -3.351
C -2.279 -3.417 -2.115
C -1.255 -3.132 -1.178
O -1.512 -2.633 0.008
C -3.741 -3.140 -1.762
C -4.699 -3.589 -2.870
C -4.131 -3.893 -0.480
C -3.957 -1.631 -1.556
C -0.216 -4.741 -5.104
C 0.603 -3.679 -5.851
C -1.436 -5.094 -5.956
C 0.634 -6.012 -4.955
H 1.721 -2.351 4.983
H 0.382 -3.040 4.038
H 0.204 -1.454 4.787
H 2.951 -0.416 4.044
H 1.384 0.415 3.955
H 2.378 0.301 2.511
H 1.775 -3.359 2.261
H 3.210 -2.536 2.851
H 3.418 -2.578 0.521
H 3.060 -0.917 0.938
H 0.695 -0.747 -1.607
H 2.224 -1.530 -1.987
H 3.964 -0.324 -2.365
H 4.642 3.413 -0.468
H 2.655 2.716 3.104
H 1.132 2.326 2.286
H 1.417 3.960 2.935
H 4.532 3.798 1.861
H 3.425 5.111 2.289
H 4.086 5.027 0.666
H 0.578 3.911 0.175
H 1.901 4.816 -0.566
H 1.226 5.340 0.994
H 5.824 3.921 -2.323
H 7.353 3.126 -2.704
H 6.764 3.140 -1.041
H 4.710 2.497 -4.124
H 4.923 0.745 -4.129
H 6.303 1.796 -4.460
H 6.968 0.621 -0.968
H 7.614 0.677 -2.618
H 6.249 -0.377 -2.234
H 0.991 -3.853 0.348
H 2.111 -3.642 -1.007
H 1.423 -4.111 -3.034
H -2.704 -4.167 -4.060
H -4.634 -4.666 -3.041
H -4.505 -3.077 -3.815
H -5.724 -3.357 -2.573
H -4.031 -4.970 -0.632
H -5.177 -3.682 -0.235
H -3.503 -3.591 0.357
H -3.706 -1.085 -2.469
H -3.341 -1.275 -0.732
H -5.001 -1.426 -1.302
H 0.012 -2.772 -5.994
H 0.912 -4.048 -6.833
H 1.500 -3.408 -5.292
H -2.048 -4.215 -6.168
H -2.065 -5.840 -5.466
H -1.107 -5.506 -6.912
H 1.566 -5.815 -4.423
H 0.890 -6.416 -5.937
H 0.086 -6.776 -4.400
C -4.580 1.781 0.622
C -4.547 0.944 1.857
N -3.961 -0.210 1.927
C -4.117 -0.773 3.174
C -4.794 -0.013 4.074
S -5.306 1.439 3.326
C -3.682 -2.161 3.370
C -4.501 -3.143 3.831
S -3.726 -4.656 3.674
C -2.347 -3.881 2.994
N -2.449 -2.584 2.927
C -1.184 -4.667 2.487
H -4.031 1.263 -0.163
H -4.142 2.765 0.797
H -5.606 1.934 0.285
H -5.013 -0.255 5.100
H -5.519 -3.037 4.166
H -1.496 -5.663 2.176
H -0.409 -4.785 3.245
H -0.793 -4.139 1.616
C -2.026 8.301 2.568
C -1.937 6.821 2.329
C -2.065 6.296 1.050
C -1.994 4.931 0.814
C -2.158 4.438 -0.605
C -1.797 4.062 1.905
C -1.688 2.628 1.640
O -1.793 1.737 2.468
C -1.675 4.572 3.212
C -1.437 3.693 4.408
C -1.741 5.944 3.391
H -1.855 8.862 1.651
H -1.296 8.622 3.312
H -3.016 8.567 2.944
H -2.214 6.968 0.212
H -2.284 5.283 -1.280
H -3.035 3.797 -0.714
H -1.294 3.869 -0.949
H -1.495 2.362 0.588
H -0.586 3.031 4.242
H -2.296 3.051 4.607
H -1.240 4.307 5.286
H -1.627 6.347 4.392

Values from the calculation:
Frontier orbital gap = 0.239 Ha
Highest occupied orbital energy = -0.2439 hartree
Relative energy (zero: lowest compared OMol25 entry of this formula, charge and spin) = 23.2 kJ/mol
Calculated total energy = -89597.6426 eV
LUMO energy = -0.1 eV
Total charge = 0


(2)
C52H78CrF3N3O3 | the ωB97M-V functional and the def2-TZVPD basis

Element x y z (Å)
Cr 0.495 0.017 -0.432
C -0.784 5.949 -1.207
C 0.728 6.226 -1.256
C 1.154 6.848 0.078
C 1.022 7.256 -2.360
C 1.398 4.883 -1.515
C 2.073 4.136 -0.547
C 2.334 2.796 -0.749
C 3.377 2.009 0.009
N 3.005 1.327 1.235
C 2.874 2.227 2.356
C 1.403 2.616 2.604
N 0.457 1.553 2.355
C 0.224 0.714 3.500
C 1.453 -0.138 3.852
N 1.979 -0.885 2.730
C 3.407 -0.799 2.571
C 3.858 0.181 1.461
C 1.404 -2.211 2.693
C 1.603 -3.125 1.501
C 1.250 -4.447 1.704
C 1.203 -5.376 0.669
C 1.654 -4.942 -0.579
C 2.042 -3.646 -0.837
C 1.883 -2.647 0.187
O 1.991 -1.399 -0.059
C 2.427 -3.247 -2.261
C 3.011 -4.429 -3.058
C 1.163 -2.742 -2.970
C 3.493 -2.144 -2.281
C 0.538 -6.743 0.783
C 0.147 -7.092 2.221
C 1.459 -7.861 0.270
C -0.751 -6.714 -0.057
C -0.748 2.105 1.735
C -1.991 1.249 1.688
C -3.191 1.919 1.784
C -4.415 1.269 1.670
C -4.362 -0.122 1.684
C -3.186 -0.848 1.621
C -1.953 -0.149 1.386
O -0.887 -0.701 0.930
C -3.310 -2.371 1.681
C -3.903 -2.870 0.359
C -4.220 -2.796 2.852
C -1.973 -3.070 1.915
C -5.726 1.994 1.418
C -5.508 3.485 1.150
C -6.690 1.833 2.602
C -6.373 1.402 0.155
C 1.845 2.125 -1.916
O 1.760 0.843 -1.946
C 1.613 2.979 -3.039
C 1.307 4.302 -2.781
C 1.894 2.476 -4.451
C 3.396 2.138 -4.478
C 1.121 1.209 -4.813
C 1.614 3.532 -5.525
H -1.356 6.864 -1.045
H -0.999 5.248 -0.406
H -1.108 5.488 -2.137
H 0.637 7.798 0.231
H 2.229 7.036 0.086
H 0.904 6.188 0.906
H 0.622 8.235 -2.089
H 0.567 6.967 -3.305
H 2.096 7.352 -2.511
H 2.428 4.604 0.361
H 4.247 2.684 0.198
H 3.709 1.232 -0.689
H 3.438 3.165 2.186
H 3.308 1.772 3.250
H 1.165 3.434 1.920
H 1.312 3.006 3.644
H -0.610 0.056 3.268
H -0.052 1.298 4.412
H 1.159 -0.815 4.680
H 2.222 0.520 4.264
H 3.794 -1.784 2.287
H 3.900 -0.525 3.527
H 3.842 -0.381 0.528
H 4.911 0.485 1.682
H 0.328 -2.040 2.761
H 1.714 -2.780 3.606
H 0.960 -4.734 2.707
H 1.671 -5.661 -1.387
H 2.252 -5.163 -3.321
H 3.796 -4.921 -2.484
H 3.446 -4.062 -3.988
H 0.386 -3.505 -2.943
H 1.371 -2.484 -4.009
H 0.790 -1.851 -2.454
H 4.361 -2.451 -1.696
H 3.082 -1.232 -1.863
H 3.813 -1.947 -3.306
H 1.022 -7.110 2.866
H -0.323 -8.077 2.247
H -0.562 -6.367 2.610
H 2.374 -7.888 0.861
H 1.731 -7.703 -0.769
H 0.965 -8.832 0.349
H -1.390 -5.903 0.287
H -1.298 -7.656 0.030
H -0.529 -6.536 -1.106
H -0.457 2.372 0.708
H -1.035 3.038 2.265
H -3.153 2.994 1.902
H -5.296 -0.665 1.702
H -4.883 -2.427 0.184
H -4.008 -3.958 0.368
H -3.243 -2.580 -0.452
H -5.265 -2.532 2.695
H -3.886 -2.329 3.778
H -4.167 -3.880 2.977
H -1.251 -2.786 1.157
H -2.109 -4.152 1.894
H -1.582 -2.796 2.894
H -5.152 4.003 2.037
H -6.444 3.952 0.838
H -4.780 3.610 0.354
H -6.274 2.297 3.495
H -6.857 0.780 2.814
H -7.652 2.299 2.382
H -5.639 1.385 -0.646
H -7.229 2.002 -0.163
H -6.714 0.386 0.327
H 0.981 4.925 -3.598
H 3.594 1.366 -3.740
H 3.994 3.015 -4.229
H 3.701 1.772 -5.460
H 1.287 0.462 -4.042
H 1.462 0.828 -5.779
H 0.056 1.416 -4.868
H 2.235 4.417 -5.387
H 0.567 3.826 -5.503
H 1.825 3.119 -6.512
F -2.082 -0.399 -1.467
C -1.124 0.613 -1.472
F -1.877 1.739 -1.156
F -0.949 0.783 -2.834

Values from the calculation:
<S²> = 6.0145
Frontier orbital gap (spin up / spin down) = 0.219 / 0.228 Ha
Highest occupied orbital energy (spin up / spin down) = -0.0649 / -0.0739 hartree
2S+1 = 5
Relative energy (zero: lowest compared OMol25 entry of this formula, charge and spin) = 79.5 kJ/mol
Calculated total energy = -102380.0177 eV
LUMO energy (spin up / spin down) = 4.2 / 4.2 eV
Total charge = -2


(3)
C52H78O32 | the ωB97M-V functional and the def2-TZVPD basis

Element x y z (Å)
O -6.652 -0.864 -0.818
C -6.243 -1.731 -1.561
O -4.980 -1.645 -1.997
C -4.582 -2.837 -2.713
C -5.898 -3.595 -3.028
C -6.826 -2.995 -1.992
H -3.858 -3.378 -2.137
H -4.091 -2.488 -3.635
H -5.740 -4.651 -2.924
H -6.138 -3.424 -4.064
H -6.868 -3.637 -1.108
H -7.876 -2.846 -2.144
O -1.544 -1.831 2.973
C -2.542 -1.358 2.499
O -3.490 -2.144 1.981
C -4.574 -1.294 1.495
C -4.445 -0.026 2.401
C -2.941 0.124 2.486
H -5.462 -1.881 1.592
H -4.282 -0.976 0.494
H -4.795 -0.201 3.460
H -4.906 0.925 2.001
H -2.608 0.562 3.411
H -2.488 0.642 1.608
O -3.574 -6.218 -2.455
C -2.672 -5.791 -1.770
O -2.931 -4.870 -0.769
C -1.682 -4.379 -0.196
C -0.543 -4.866 -1.038
C -1.219 -5.898 -2.041
H -1.620 -4.663 0.866
H -1.683 -3.291 -0.161
H 0.172 -5.410 -0.407
H 0.011 -4.109 -1.597
H -0.891 -6.918 -1.908
H -1.149 -5.623 -3.099
O -1.223 -2.501 -3.320
C -1.600 -1.591 -4.030
O -1.690 -0.339 -3.627
C -2.166 0.545 -4.642
C -2.646 -0.334 -5.819
C -1.950 -1.716 -5.534
H -1.309 1.153 -4.918
H -2.941 1.195 -4.267
H -2.451 0.050 -6.795
H -3.719 -0.523 -5.815
H -0.945 -1.747 -6.018
H -2.514 -2.597 -5.817
O 5.530 3.595 0.546
C 5.208 3.252 -0.544
O 5.115 4.072 -1.616
C 4.317 3.511 -2.747
C 4.185 2.030 -2.416
C 4.940 1.814 -1.012
H 4.810 3.748 -3.673
H 3.350 4.008 -2.783
H 4.584 1.431 -3.228
H 3.162 1.649 -2.372
H 5.885 1.317 -1.058
H 4.291 1.363 -0.275
O 4.229 -1.131 0.620
C 4.863 -2.121 0.414
O 6.211 -2.203 0.701
C 6.787 -3.418 0.140
C 5.612 -4.387 0.321
C 4.416 -3.476 -0.048
H 7.725 -3.622 0.636
H 7.056 -3.244 -0.915
H 5.578 -4.665 1.373
H 5.657 -5.289 -0.332
H 3.507 -3.762 0.422
H 4.382 -3.510 -1.154
O 0.557 1.793 3.648
C -0.014 2.839 3.806
O -1.196 3.101 3.278
C -1.592 4.472 3.437
C -0.460 5.269 4.093
C 0.465 4.094 4.520
H -2.516 4.510 4.022
H -1.915 4.923 2.478
H -0.693 5.859 4.958
H 0.007 5.826 3.285
H 0.343 3.939 5.590
H 1.510 4.229 4.172
C -3.421 3.146 0.107
C -4.087 2.977 -1.226
C -5.316 2.098 -1.278
O -6.445 3.034 -1.376
C -5.977 4.249 -1.782
O -6.581 5.189 -2.101
O -4.598 4.245 -1.666
H -2.874 2.267 0.430
H -4.263 3.345 0.842
H -2.813 3.982 0.220
H -3.391 2.590 -1.973
H -5.378 1.556 -0.338
H -5.271 1.381 -2.116
C 0.473 -6.812 2.533
C 1.847 -6.194 2.767
C 2.672 -6.736 3.875
O 3.743 -7.465 3.325
C 3.753 -7.170 2.026
O 4.579 -7.601 1.224
O 2.707 -6.362 1.612
H 0.626 -7.889 2.247
H 0.030 -6.347 1.652
H -0.270 -6.804 3.333
H 1.799 -5.123 2.918
H 1.939 -7.358 4.426
H 3.086 -5.960 4.528
C 2.326 0.546 5.955
C 1.678 -0.640 5.273
C 2.502 -0.982 4.037
O 2.525 -2.389 4.055
C 2.201 -2.831 5.318
O 2.149 -3.989 5.589
O 1.881 -1.788 6.109
H 1.760 0.893 6.814
H 2.342 1.407 5.202
H 3.320 0.275 6.220
H 0.590 -0.609 5.021
H 3.542 -0.607 4.063
H 2.135 -0.658 3.083
C -0.601 4.496 -2.207
C -0.458 3.497 -3.311
C -0.706 4.007 -4.775
O 0.326 3.340 -5.520
C 1.297 2.943 -4.677
O 2.359 2.464 -5.034
O 0.924 3.025 -3.368
H -1.701 4.781 -2.083
H 0.011 5.368 -2.336
H -0.293 4.048 -1.243
H -1.145 2.677 -3.015
H -0.655 5.082 -4.915
H -1.667 3.617 -5.157
C 3.557 7.763 -0.397
C 3.777 6.375 0.281
C 3.582 6.353 1.788
O 2.258 5.786 1.919
C 1.908 5.087 0.778
O 0.909 4.395 0.710
O 2.796 5.430 -0.219
H 4.373 8.431 -0.172
H 2.640 8.148 -0.005
H 3.385 7.670 -1.450
H 4.777 5.852 0.044
H 3.642 7.349 2.143
H 4.307 5.705 2.226
C 1.060 -1.755 0.574
C 0.569 -0.259 0.425
C 1.066 0.526 -0.744
O -0.070 0.814 -1.545
C -1.190 0.374 -0.911
O -2.314 0.666 -1.265
O -0.883 -0.270 0.163
H 2.135 -1.798 0.705
H 0.808 -2.203 -0.392
H 0.540 -2.324 1.306
H 0.677 0.331 1.322
H 1.836 0.039 -1.374
H 1.516 1.482 -0.606

Values from the calculation:
Frontier orbital gap = 0.375 Ha
Highest occupied orbital energy = -0.3639 hartree
Relative energy (zero: lowest compared OMol25 entry of this formula, charge and spin) = 30.7 kJ/mol
Calculated total energy = -120711.4218 eV
LUMO energy = 0.3 eV
Total charge = 0